Entry 1:
DFT (the ωB97M-V functional and the def2-TZVPD basis) results for 10 unconnected molecules or ions with the total composition C4H18BO17 in a non-equilibrium geometry.

```
! wB97M-V def2-TZVPD RIJCOSX def2/J DEFGRID3
* xyz -1 1
O 1.9550 -1.7935 1.9801
C 1.2152 -0.8220 1.8179
O 1.0731 -0.2247 0.7225
B 0.0823 0.8286 0.8693
O -0.1483 0.9187 2.2845
C 0.4591 0.0246 2.8524
O 0.3945 -0.3256 4.0386
O -1.2086 0.5434 0.2159
C -1.3670 1.3786 -0.7127
O -2.3619 1.3781 -1.4463
C -0.1866 2.4255 -0.6812
O 0.6557 2.0994 0.3231
O -0.0987 3.4634 -1.3355
O 1.1955 -2.8490 4.8073
H 1.1963 -1.9182 4.5840
H 1.0446 -3.2955 3.9742
O 1.9245 -3.7258 -0.3074
H 2.0877 -2.9220 0.1861
H 2.5080 -3.6657 -1.0638
O 1.6437 -4.6015 2.5829
H 2.0990 -5.4354 2.6994
H 2.0071 -4.2406 1.7742
O -0.1881 4.9897 -3.5951
H -0.0181 4.5270 -2.7746
H 0.3494 4.5344 -4.2432
O -4.8311 0.4415 -0.7029
H -3.9781 0.8748 -0.6746
H -4.7444 -0.2143 -1.3947
O -1.9869 5.4863 -0.6941
H -2.6815 5.0779 -0.1775
H -1.4037 4.7636 -0.9259
O -4.0030 -0.1005 -3.6503
H -4.4935 -0.8947 -3.4388
H -3.2349 -0.1337 -3.0801
O -0.1848 0.9803 -3.7429
H 0.5936 0.4988 -3.4629
H -0.9151 0.3974 -3.5356
O 5.0666 -3.1536 1.8033
H 5.6326 -3.0610 2.5697
H 4.8506 -2.2549 1.5545
*
```

For the highest occupied orbital energy, the calculation gives -7.4 eV. Its frontier orbital gap is 0.3417 Ha. Its energy relative to the best compared isomer or geometry (same formula, charge and spin) is 42.30 kcal per mole.



Entry 2:
DFT (the ωB97M-V functional and the def2-TZVPD basis) results for 3 unconnected molecules or ions with the total composition C3H13NO3 in a non-equilibrium geometry.

```
! wB97M-V def2-TZVPD RIJCOSX def2/J DEFGRID3
* xyz 0 1
C -0.8743 1.1208 0.1246
C 0.3580 0.5170 0.8688
C 0.0802 0.1625 2.3215
O 0.7168 -0.6707 0.2067
N -0.3563 1.6726 -1.1429
H -1.3301 1.9408 0.6863
H -1.5382 0.2743 -0.0323
H 1.0786 1.3380 0.7716
H 1.0751 -0.1235 2.6819
H -0.4718 -0.7445 2.5716
H -0.3174 1.0086 2.8746
H 0.6632 -0.5992 -0.7375
H -1.1447 1.9084 -1.7444
H 0.0511 2.6024 -1.0526
H -0.1163 -2.4673 0.4562
H 0.5399 -3.7258 -0.0826
O -0.2944 -3.2756 -0.0393
H 0.1215 0.0902 -2.4106
H 1.1511 -0.3728 -3.5436
O 0.6081 -0.6562 -2.7779
*
```

For the highest occupied orbital energy, the calculation gives -10.0 eV. Its frontier orbital gap is 0.3942 Ha. The SMILES is C[C@@H](O)CN.O.O. Its energy relative to the best compared isomer or geometry (same formula, charge and spin) is 13.69 kcal per mole.



Entry 3:
DFT (the ωB97M-V functional and the def2-TZVPD basis) results for a molecular structure, C4H8CrO3 in a non-equilibrium geometry.

```
! wB97M-V def2-TZVPD RIJCOSX def2/J DEFGRID3
* xyz 3 6
H -1.7117 -0.3111 1.7038
C -0.9481 1.4463 0.7844
H -0.8045 2.1884 1.6387
H -1.2160 2.3748 0.1710
C -1.9814 0.4449 0.9469
H -2.2305 -0.0054 -0.0182
H -2.7159 1.2231 1.3369
O 0.4762 1.1247 0.3702
C 0.9819 -0.0233 -0.1225
O 1.4821 -0.8073 0.6693
Cr 1.9625 -1.2295 2.4016
O 0.8856 -0.1546 -1.3781
C 1.3756 -1.3684 -2.0110
H 2.4409 -1.4742 -1.7851
H 0.7974 -2.2164 -1.6312
H 1.2060 -1.2122 -3.0766
*
```

For the highest occupied orbital energy (spin up / spin down), the calculation gives -24.5 / -24.5 eV. Its frontier orbital gap (spin up / spin down) is 0.2901 / 0.2426 Ha. Its energy relative to the best compared isomer or geometry (same formula, charge and spin) is 15.12 kcal per mole.



Entry 4:
DFT (the ωB97M-V functional and the def2-TZVPD basis) results for a molecular structure, C23H44NOP3Sc in a non-equilibrium geometry.

```
! wB97M-V def2-TZVPD RIJCOSX def2/J DEFGRID3
* xyz 3 1
Sc -0.2277 0.7684 0.0433
P -2.5885 1.8973 -0.3346
P -0.9891 -1.2021 1.6865
P -0.9949 -0.5347 -2.2036
H 2.4441 1.1620 -0.3943
C 1.7070 1.0665 -1.2152
C 0.8706 2.1336 -1.5509
H 1.0047 3.0981 -1.0759
C -3.0259 3.2967 0.7614
C -3.9474 0.7243 0.0703
C -3.0687 2.5760 -1.9737
C 0.4997 -2.2215 2.0113
C -1.4788 -0.7845 3.3870
C -2.1133 -2.5770 1.2331
C -0.6385 0.1304 -3.8817
C -2.6293 -1.3329 -2.4197
C 0.0548 -2.0073 -2.3146
H 1.9816 0.2845 -1.9329
H 0.3137 2.1899 -2.4768
H -2.3349 4.1327 0.6163
H -2.9508 2.9800 1.8076
H -4.0489 3.6367 0.5571
H -3.8279 0.3533 1.0985
H -3.9618 -0.1441 -0.5995
H -4.9042 1.2562 -0.0103
H -2.3341 3.3331 -2.2814
H -4.0516 3.0541 -1.8689
H -3.1093 1.8099 -2.7610
H 0.2719 -3.0071 2.7409
H 1.3093 -1.5951 2.4064
H 0.7811 -2.7099 1.0726
H -1.4980 -1.6870 4.0084
H -2.4715 -0.3248 3.4131
H -0.7601 -0.0839 3.8246
H -2.1930 -3.2727 2.0799
H -1.7029 -3.1281 0.3731
H -3.1159 -2.2022 0.9907
H -0.5658 -0.6919 -4.6033
H 0.3139 0.6663 -3.8739
H -1.4301 0.8168 -4.1941
H -2.5791 -1.9984 -3.2919
H -3.4222 -0.5940 -2.5846
H -2.8715 -1.9323 -1.5320
H 0.0149 -2.4371 -3.3199
H -0.1987 -2.7743 -1.5750
H 1.0771 -1.7047 -2.1114
C 2.8891 -3.4582 -1.3554
C 3.5541 -4.4546 -0.6202
C 4.6222 -5.1249 -1.2594
C 5.0275 -4.7874 -2.5681
C 4.2276 -3.9193 -3.3138
C 3.0807 -3.3602 -2.7378
O 2.1111 -2.4665 -0.7306
H 2.3965 -2.2064 0.1662
H 3.2074 -4.6949 0.3847
H 5.1738 -5.9115 -0.7416
H 5.9264 -5.2024 -3.0308
H 4.4684 -3.6684 -4.3480
H 2.3775 -2.7625 -3.3024
C 1.4130 4.9443 4.7451
C 1.1190 4.0058 3.6278
C 0.4714 4.4478 2.4800
C 0.2060 3.5410 1.4678
N 0.4805 2.2179 1.6069
C 1.1799 1.7947 2.6967
C 1.5062 2.6724 3.7231
H 1.1180 5.9548 4.4650
H 0.8756 4.6716 5.6598
H 2.4821 4.9397 4.9747
H 0.1924 5.4906 2.3694
H -0.2449 3.8756 0.5355
H 1.4649 0.7360 2.7217
H 2.0634 2.3056 4.5825
*
```

For the highest occupied orbital energy, the calculation gives -15.1 eV. Its frontier orbital gap is 0.1323 Ha. Its energy relative to the best compared isomer or geometry (same formula, charge and spin) is 4.12 kcal per mole.



Entry 5:
DFT (the ωB97M-V functional and the def2-TZVPD basis) results for a molecular structure, C4H12N2O2.

```
! wB97M-V def2-TZVPD RIJCOSX def2/J DEFGRID3
* xyz 0 1
C 1.4003 0.8047 0.1874
C -0.4679 -0.2996 -1.2348
C -1.8018 0.0893 -0.5734
C 0.4060 -1.4901 0.7489
N 0.6579 -0.5055 -0.3084
N -1.8168 1.3052 0.2269
O 1.2458 1.0503 1.5517
O 2.6262 0.4163 -0.2100
H 2.0164 0.6551 1.9824
H 1.9233 -0.5198 -0.6920
H 0.9465 1.6508 -0.3449
H -1.5708 2.1183 -0.3250
H -1.1726 1.2572 1.0081
H -0.1607 0.4762 -1.9413
H -0.6030 -1.2241 -1.8049
H -2.1508 -0.7329 0.0559
H -2.5444 0.1914 -1.3697
H 1.3488 -1.7181 1.2438
H -0.2972 -1.1200 1.4968
H 0.0149 -2.4048 0.3027
*
```

For the highest occupied orbital energy, the calculation gives -9.2 eV. Its frontier orbital gap is 0.3652 Ha. Its energy relative to the best compared isomer or geometry (same formula, charge and spin) is 69.69 kcal per mole.



Entry 6:
DFT (the ωB97M-V functional and the def2-TZVPD basis) results for a gas-phase ion, C2H2ClO4 (charge -1) in a non-equilibrium geometry.

```
! wB97M-V def2-TZVPD RIJCOSX def2/J DEFGRID3
* xyz -1 1
C 0.8852 -0.9067 0.0277
C -0.3537 0.3718 -0.0814
O 0.4019 -1.9567 0.3806
O 1.9538 -0.4104 -0.1377
O -0.0098 1.4204 0.7410
O -1.6899 -0.0360 -0.0389
Cl -0.3853 0.8435 -1.8694
H 0.9244 1.5992 0.6067
H -1.7266 -0.9250 0.3713
*
```

For the highest occupied orbital energy, the calculation gives -4.1 eV. Its frontier orbital gap is 0.2927 Ha. The SMILES is O=C([O-])C(O)(O)Cl. Its energy relative to the best compared isomer or geometry (same formula, charge and spin) is 9.07 kcal per mole.